1.
The following is a quantum chemistry calculation of a molecular structure, C30H36CrN7O2S2, from the Open Molecules 2025 dataset.

Properties
Expectation value of S² ... 3.793
E_HOMO (alpha / beta) ... -12.55 / -12.64 eV
Energy relative to the best compared isomer or geometry (same formula, charge and spin) ... 2.58 kcal per mole
LUMO (alpha / beta) ... -5.88 / -5.94 eV
Calculated total energy ... -96303.7472 eV

ORCA input file:
```
! RIJCOSX wB97M-V def2-TZVPD def2/J DEFGRID3
* xyz 2 4
Cr -0.683 -0.251 0.345
C -7.490 1.654 -0.924
C -5.990 1.506 -0.822
C -5.122 2.484 -1.241
C -3.722 2.371 -1.072
C -2.864 3.280 -1.743
N -1.567 3.233 -1.763
C -0.733 3.961 -2.743
C 0.143 5.070 -2.149
C 1.391 4.577 -1.415
N 1.047 3.736 -0.257
C 0.518 4.222 0.813
C 0.007 3.497 1.924
C -0.510 4.251 2.995
C -1.066 3.675 4.113
C -1.600 4.495 5.264
C -1.085 2.281 4.138
C -0.626 1.493 3.089
C -0.677 0.052 3.247
N -0.590 -0.799 2.300
C -0.578 -2.241 2.700
C -0.867 -3.203 1.556
C -2.177 -2.931 0.842
N -2.325 -1.517 0.372
C -3.542 -1.126 0.289
C -4.052 0.164 -0.142
C -5.417 0.330 -0.316
C -3.188 1.257 -0.378
O -1.958 1.257 -0.006
C -0.056 2.083 1.931
O 0.419 1.381 0.942
H -7.764 2.579 -1.428
H -7.939 1.668 0.072
H -7.937 0.820 -1.468
H -5.511 3.370 -1.737
H -3.321 4.039 -2.375
H -1.140 2.521 -1.170
H -1.403 4.388 -3.486
H -0.104 3.223 -3.246
H -0.468 5.691 -1.487
H 0.481 5.702 -2.971
H 1.981 5.429 -1.081
H 2.013 3.972 -2.068
H 1.276 2.728 -0.315
H 0.433 5.308 0.850
H -0.460 5.336 2.929
H -1.947 5.472 4.927
H -0.824 4.661 6.015
H -2.430 3.989 5.757
H -1.487 1.781 5.017
H -0.793 -0.314 4.269
H -1.308 -2.385 3.499
H 0.405 -2.470 3.105
H -0.918 -4.210 1.970
H -0.048 -3.189 0.848
H -3.004 -3.158 1.517
H -2.264 -3.594 -0.019
H -4.319 -1.854 0.531
H -6.076 -0.501 -0.070
S 1.307 -1.422 -0.364
C 0.524 -1.142 -1.882
C 0.871 -1.676 -3.123
C 0.079 -1.375 -4.209
C -1.041 -0.549 -4.049
C -1.320 -0.062 -2.799
N -0.547 -0.346 -1.732
H 1.737 -2.320 -3.201
H 0.311 -1.789 -5.182
H -1.682 -0.302 -4.884
H -2.187 0.564 -2.626
N 3.347 1.156 0.887
C 3.775 1.285 -0.378
N 5.085 1.144 -0.601
S 2.706 1.632 -1.645
H 3.953 0.823 1.619
H 2.350 1.125 1.028
H 5.737 0.917 0.130
H 5.433 1.262 -1.535
*
```

Here are the Mulliken charges for atoms 1 to 2, given in e: Cr -1.453; C -1.682

---

2.
The following is a quantum chemistry calculation of a molecular structure, C30H36F8O30, from the Open Molecules 2025 dataset.

Properties
E_HOMO ... -5.92 eV
Energy relative to the best compared isomer or geometry (same formula, charge and spin) ... 1158.76 kcal per mole
LUMO ... -0.46 eV
Calculated total energy ... -114804.7324 eV

ORCA input file:
```
! RIJCOSX wB97M-V def2-TZVPD def2/J DEFGRID3
* xyz 0 1
C -1.533 1.364 3.891
C -1.706 2.749 3.187
O -0.738 3.582 3.657
C -0.185 2.986 4.727
O 0.648 3.506 5.419
O -0.749 1.780 4.973
F -2.947 3.180 3.402
H -0.849 0.684 3.384
H -2.485 0.928 4.194
H -1.568 2.656 2.110
C -1.192 -0.242 -0.789
C -0.346 -1.040 0.079
O -0.204 -0.280 1.248
C -0.776 0.923 1.085
O -0.896 1.829 1.916
O -1.201 1.049 -0.215
F 0.833 -1.247 -0.590
H -2.233 -0.550 -0.892
H -0.730 -0.179 -1.775
H -0.581 -2.100 0.165
C 1.491 -3.262 -1.062
C 2.545 -3.513 -0.080
O 3.074 -2.207 0.135
C 2.850 -1.505 -0.935
O 3.290 -0.404 -1.249
O 2.081 -2.217 -1.799
F 3.480 -4.435 -0.387
H 0.515 -3.022 -0.640
H 1.314 -4.134 -1.691
H 2.141 -3.805 0.889
C -1.963 2.853 -0.691
C -0.953 3.456 0.328
O -1.835 3.650 1.434
C -2.923 4.119 0.958
O -3.719 4.857 1.552
O -3.080 3.651 -0.282
F -0.450 4.638 -0.099
H -2.359 1.860 -0.479
H -1.692 3.054 -1.727
H -0.182 2.717 0.547
C 3.266 3.574 -0.249
C 2.813 4.136 1.090
O 1.506 3.693 1.245
C 1.365 2.583 0.457
O 0.431 1.804 0.574
O 2.549 2.343 -0.198
F 2.897 5.460 1.056
H 4.350 3.603 -0.363
H 2.773 4.238 -0.958
H 3.339 3.677 1.928
C 1.645 0.060 -2.152
C 2.164 1.162 -3.078
O 1.052 2.002 -3.299
C 0.138 1.740 -2.294
O -0.808 2.413 -2.016
O 0.442 0.647 -1.703
F 2.581 0.622 -4.176
H 2.324 -0.076 -1.310
H 1.246 -0.893 -2.500
H 2.985 1.731 -2.644
C -4.351 0.104 -3.076
C -3.138 0.384 -2.220
O -2.271 -0.660 -2.550
C -2.931 -1.631 -3.036
O -2.431 -2.740 -3.101
O -4.154 -1.280 -3.309
F -3.601 0.460 -1.020
H -4.260 0.696 -3.986
H -5.268 0.446 -2.596
H -2.690 1.364 -2.378
C -2.353 -2.083 2.237
C -3.714 -2.284 1.651
O -4.063 -0.997 1.286
C -3.386 -0.097 1.951
O -3.480 1.145 1.881
O -2.415 -0.714 2.673
F -4.473 -2.702 2.751
H -1.478 -2.182 1.594
H -2.157 -2.708 3.108
H -3.677 -3.052 0.878
C 5.640 -0.069 0.247
O 4.303 0.023 0.821
C 3.954 1.066 1.475
O 4.693 1.972 1.714
O 2.595 1.162 1.705
C 1.616 0.338 1.101
H 5.594 -0.677 -0.656
H 6.374 -0.662 0.792
H 6.178 0.846 0.000
H 1.639 0.553 0.033
H 0.737 0.837 1.509
H 1.538 -0.691 1.452
C 1.201 -6.026 -2.901
O 0.847 -5.600 -1.625
C -0.279 -4.914 -1.435
O -1.065 -4.499 -2.281
O -0.395 -4.663 -0.185
C -1.328 -3.814 0.316
H 2.279 -6.034 -2.741
H 0.915 -5.270 -3.631
H 0.775 -7.022 -3.022
H -1.345 -2.929 -0.320
H -1.089 -3.610 1.360
H -2.329 -4.234 0.223
*
```

Here are the Mulliken charges for atoms 1 to 2, given in e: C 0.536; C 1.137